Density functional theory data (ωB97M-V/def2-TZVPD) for one molecule with the formula C19H20N2O5S.

```
47
Properties=species:S:1:pos:R:3:forces:R:3:mulliken_charge:R:1
C 1.29750 2.77912 -3.44907 -0.321 -0.285 -0.017 -0.848
C 0.00762 2.13163 -3.93904 0.155 0.402 -0.146 -0.565
O -0.18454 0.81556 -3.44385 0.046 -0.231 0.064 -0.436
C -0.74416 0.61760 -2.23451 -0.204 -0.118 0.252 0.386
C -1.04406 1.61558 -1.30732 0.112 0.059 -0.240 -0.510
C -1.67628 1.28762 -0.12097 -0.056 0.054 0.074 -0.626
C -2.00414 -0.02481 0.14740 -0.450 0.047 0.693 -0.109
S -2.88258 -0.43503 1.64159 0.210 -0.487 0.004 1.440
O -3.82815 -1.47292 1.37707 0.184 -0.147 -0.159 -0.734
O -3.33941 0.79500 2.24609 0.181 0.227 -0.256 -0.826
N -1.78409 -1.05477 2.71473 -0.558 0.269 -0.413 -0.377
C -0.64755 -0.22219 3.06625 0.243 0.438 0.512 0.424
C 0.65197 -1.03538 3.06979 -0.273 0.067 -0.205 -1.512
C 0.91997 -1.61135 1.72107 -0.071 -0.272 0.164 0.790
C 0.61863 -2.86853 1.28171 0.012 0.186 0.343 -0.823
N 0.99153 -3.01400 -0.02782 -0.090 -0.346 -0.298 0.110
C 1.55198 -1.84790 -0.46081 0.219 0.505 0.127 -0.976
C 2.10647 -1.51370 -1.68959 0.087 -0.041 -0.076 -0.923
C 2.62373 -0.24551 -1.83006 0.016 -0.143 -0.091 -0.512
C 2.58438 0.67638 -0.78006 0.075 0.235 0.077 -1.096
C 2.03118 0.35388 0.43782 0.001 -0.045 -0.033 0.233
C 1.51197 -0.92822 0.61386 0.021 -0.320 -0.361 0.967
C -0.89869 0.43516 4.44694 0.269 -0.268 -0.645 0.344
O -0.06303 0.44242 5.30733 0.073 0.036 0.172 -0.587
O -2.08050 0.99931 4.58983 -0.512 0.337 0.177 -0.528
C -1.70003 -1.03082 -0.75356 0.001 -0.098 -0.184 -0.262
C -1.07107 -0.71271 -1.93544 -0.013 0.139 0.018 -0.548
H 2.15005 2.17623 -3.74770 0.114 -0.030 -0.024 0.197
H 1.39437 3.76821 -3.88851 0.023 0.119 -0.039 0.430
H 1.30467 2.86884 -2.36649 0.040 0.050 0.097 0.224
H 0.05037 2.00552 -5.02478 -0.085 0.066 0.155 0.364
H -0.86025 2.75653 -3.69819 0.031 -0.103 -0.049 0.385
H -0.80611 2.64861 -1.50035 0.046 0.089 -0.048 0.489
H -1.94509 2.05179 0.59163 -0.004 0.136 0.026 0.560
H -1.55127 -2.01796 2.53252 -0.087 -0.181 -0.200 0.442
H -0.56797 0.59361 2.33137 0.134 -0.064 0.098 0.160
H 0.56107 -1.82701 3.81548 0.063 0.053 0.087 0.520
H 1.46588 -0.37763 3.37594 -0.060 -0.079 0.108 0.387
H 0.18451 -3.69167 1.81842 -0.050 -0.160 0.110 0.457
H 0.90861 -3.85874 -0.56667 0.027 0.082 0.067 0.191
H 2.13946 -2.22621 -2.50016 0.012 -0.062 -0.119 0.427
H 3.07665 0.04035 -2.76721 0.019 0.018 -0.097 0.435
H 3.01260 1.65683 -0.92900 0.023 0.088 -0.006 0.531
H 2.01226 1.06929 1.24645 0.015 0.113 0.087 0.480
H -2.65157 0.94355 3.78056 0.357 -0.040 0.348 0.490
H -1.99071 -2.04367 -0.52507 0.005 -0.183 -0.076 0.458
H -0.83618 -1.46788 -2.66762 0.017 -0.111 -0.078 0.475
```
Forces are in eV/Å.

The calculation puts the lowest unoccupied orbital energy at 0.0154 Ha. The electronic energy is -44081.2187 eV. The calculation puts the energy above the lowest of the compared OMol25 structures with the same formula, charge and spin at 110.0 kJ/mol. For the molecular weight, the calculation gives 388.4 g mol⁻¹. The value obtained for the HOMO energy is -8.40 eV. As for the structure (SMILES): CCOc1ccc(S(=O)(=O)N[C@H](Cc2c[nH]c3ccccc23)C(=O)O)cc1. Its spin multiplicity is 1.

***

Density functional theory data (ωB97M-V/def2-TZVPD) for C19H20N3OsS5 as an isolated structure.

```
48
Properties=species:S:1:pos:R:3:forces:R:3:mulliken_charge:R:1
Os 0.34883 -0.48408 1.27462 -0.061 -0.042 -0.068 0.872
C 3.21470 -0.18368 2.36462 -0.008 0.026 0.011 -1.093
N 2.44470 0.01404 1.10626 0.048 0.032 0.056 0.681
C 3.07363 -0.80514 0.03118 -0.010 -0.019 -0.006 -1.032
C 2.48109 1.43828 0.71056 0.027 0.004 -0.025 1.381
C 3.66361 2.06395 0.35690 -0.020 -0.030 0.008 -0.523
C 3.64185 3.37020 -0.10606 -0.013 0.024 -0.007 -0.927
C 2.42921 4.03094 -0.23883 0.017 0.000 -0.003 -0.845
C 1.24534 3.41560 0.13216 -0.015 -0.030 0.014 -0.550
C 1.26783 2.12400 0.65284 -0.032 0.003 0.002 -0.575
N 0.13270 1.40988 1.09912 0.032 0.038 0.010 -0.476
C -1.08499 1.99090 1.50083 0.004 -0.017 -0.014 -0.452
C -1.26631 3.28534 1.96765 -0.002 -0.009 0.000 -0.731
C -2.52074 3.68140 2.41197 0.019 0.007 -0.002 -0.768
C -3.58505 2.79788 2.39578 -0.011 -0.002 0.000 -0.912
C -3.40152 1.49349 1.95029 0.004 -0.002 -0.002 -0.386
C -2.15229 1.09259 1.51935 -0.002 0.019 0.006 1.152
N -1.84611 -0.25821 1.01792 0.004 -0.009 -0.032 0.578
C -2.06326 -0.24844 -0.46392 -0.006 -0.001 0.009 -1.063
C -2.77861 -1.26096 1.58148 0.016 0.006 0.027 -1.253
H 4.25628 0.10424 2.21676 0.000 0.000 -0.002 0.389
H 3.16398 -1.23180 2.64868 0.006 -0.003 -0.005 0.377
H 2.77764 0.43129 3.14834 -0.001 -0.004 0.002 0.375
H 4.11499 -0.51865 -0.11417 0.003 -0.001 0.007 0.407
H 2.53243 -0.65463 -0.90160 0.000 0.000 0.000 0.306
H 3.02910 -1.85229 0.32104 -0.005 -0.002 -0.001 0.413
H 4.60640 1.53761 0.42624 0.004 0.008 -0.005 0.384
H 4.56505 3.85863 -0.38386 0.000 -0.001 0.000 0.413
H 2.40124 5.03560 -0.63826 0.004 0.000 0.000 0.412
H 0.30418 3.92873 0.00273 0.003 0.013 -0.002 0.730
H -0.43179 3.96755 2.02721 -0.002 0.010 0.000 0.710
H -2.65664 4.68679 2.78641 -0.003 -0.001 0.001 0.416
H -4.55922 3.11000 2.74490 0.000 -0.001 0.000 0.419
H -4.23814 0.81090 1.96521 -0.002 -0.001 -0.001 0.349
H -3.10077 0.01663 -0.67369 -0.001 0.000 0.000 0.385
H -1.84475 -1.23594 -0.86399 0.001 0.002 -0.001 0.405
H -1.40801 0.48738 -0.92603 0.005 0.000 0.003 0.338
H -3.79444 -1.05453 1.24624 -0.003 -0.004 -0.001 0.495
H -2.74441 -1.23715 2.66729 0.004 0.004 -0.003 0.462
H -2.50389 -2.24556 1.21829 -0.002 0.003 -0.006 0.226
S -2.59475 -6.35908 4.01734 -0.005 0.005 0.005 -0.140
C -1.79683 -5.09248 3.41871 -0.011 -0.005 0.001 0.147
S -1.22771 -5.00590 1.76214 0.041 0.032 0.019 -0.018
C -0.47324 -3.44220 1.87828 -0.058 -0.024 -0.020 -0.020
C -0.56726 -2.81013 3.10341 -0.009 -0.043 0.019 0.218
S 0.20159 -1.30845 3.32180 0.031 -0.005 0.027 -0.330
S -1.42570 -3.65621 4.35712 0.015 -0.005 -0.018 -0.004
S 0.36471 -2.69024 0.60604 -0.004 0.027 -0.004 -0.344
```
Forces are in eV/Å.

The calculation puts the lowest unoccupied orbital energy (spin up / spin down) at -0.1783 / -0.1784 Ha. The electronic energy is -81136.1784 eV. The calculation puts the energy above the lowest of the compared OMol25 structures with the same formula, charge and spin at 0.0 kJ/mol. For the molecular weight, the calculation gives 641.0 g mol⁻¹. The value obtained for the HOMO energy (spin up / spin down) is -10.66 / -10.66 eV. The charge is +1. Its spin multiplicity is 1.